{"formula": "C51H51N4O2P2S2Y", "method": "wB97M-V/def2-TZVPD", "species": ["Y", "C", "H", "H", "C", "H", "C", "H", "C", "H", "C", "N", "C", "H", "H", "C", "H", "H", "H", "C", "C", "C", "C", "H", "H", "C", "H", "H", "H", "C", "C", "O", "C", "C", "H", "C", "C", "H", "H", "H", "C", "H", "C", "H", "C", "C", "H", "C", "N", "C", "C", "N", "N", "H", "P", "C", "H", "H", "C", "H", "C", "C", "H", "C", "C", "S", "H", "C", "C", "H", "C", "S", "H", "H", "C", "H", "H", "C", "C", "C", "H", "H", "H", "H", "C", "C", "C", "C", "H", "H", "H", "H", "H", "C", "H", "O", "H", "H", "H", "H", "C", "H", "C", "C", "C", "P", "H", "C", "H", "C", "C", "H", "C"], "coordinates": [[-0.05450, -0.16955, -0.12427], [-3.38116, 0.77772, 5.14786], [-2.77023, -5.00719, 2.76781], [4.32585, -3.73900, -1.11475], [-3.71215, -3.37845, 1.05921], [3.44463, 0.33866, -0.01068], [1.26580, -0.28065, -3.64938], [5.50595, -3.46068, 0.17939], [1.27331, 2.10039, -4.51200], [1.97840, 2.92861, -4.58916], [-0.26012, -5.36055, 0.53094], [1.86616, 1.53963, -0.56106], [-2.06791, 2.55107, -0.67251], [-1.97375, 1.25633, 3.59214], [-2.75665, 1.81650, -0.27879], [3.36925, 0.79343, -4.08484], [1.13053, -6.99607, 0.48247], [0.42566, -2.60728, -2.26941], [-7.36937, -4.11044, 2.12352], [-1.34989, -4.77379, 1.17053], [0.44072, -2.40269, 3.83476], [-0.27280, -7.18924, 2.09203], [4.17452, 2.15068, -0.85452], [4.61433, -2.10558, -0.49972], [0.65171, -3.08642, -3.93657], [3.32401, -1.49075, -3.40259], [1.54239, -5.59904, 4.04554], [5.92419, -1.03402, -4.58611], [-1.96806, -2.80448, 4.94474], [1.43256, -4.55330, 4.30390], [3.82435, 3.35250, -1.40097], [-0.98788, 0.15406, -4.33305], [-1.37726, -6.62775, 2.72539], [0.61711, -3.74055, 3.51905], [3.06837, -5.41744, 0.20323], [-1.85061, -0.79907, 4.16644], [1.51714, 2.75407, -1.06014], [1.39244, -3.26037, 0.87816], [2.42705, -2.26186, 6.58233], [4.26066, -5.26815, 1.50552], [1.97651, 0.84652, -4.06434], [3.84332, -2.41865, -3.18661], [1.17977, -2.74284, -3.04428], [4.65685, -3.08497, 2.59381], [3.78605, -2.63172, 2.11837], [1.93449, -1.47438, -3.35054], [-3.78137, 1.78186, 5.20153], [5.56436, -0.40273, -3.77108], [2.00581, -1.57922, 0.04155], [-6.34845, -3.90625, 1.82652], [2.46613, 3.68597, -1.50913], [-0.78977, 2.23164, -0.62184], [2.14190, -2.98552, 0.24732], [-1.94745, 5.60692, -2.10652], [-1.97775, -3.17662, 0.48441], [2.04521, 4.94364, -2.05559], [2.54003, -5.06936, 1.85444], [4.57471, 4.05478, -1.74340], [-4.51923, -4.22195, 0.29937], [2.95846, -2.66281, 2.83137], [0.11417, 3.10952, -1.10723], [-2.35686, -1.79363, 5.00152], [-5.96188, -2.57501, 3.46688], [0.73844, 5.25681, -2.12836], [3.15697, 1.28161, -0.45173], [-2.42257, -0.40221, 0.85759], [-3.75397, -2.28289, 6.54875], [1.91891, -2.68294, 5.72472], [3.31998, -4.87675, 1.11606], [-3.59796, 3.95529, -1.21866], [-5.82553, -4.49157, 0.68168], [0.57239, 0.39249, 2.59899], [1.86195, -3.52938, -2.72317], [0.13994, -8.12483, 2.44812], [-1.62918, 4.66025, -1.68776], [2.71377, -4.65819, 6.01908], [2.39553, -1.06670, 0.83817], [-3.88161, -0.21568, 5.97752], [-2.53561, 3.76081, -1.20256], [4.06035, -0.35880, -3.74306], [4.04461, -1.58490, 1.93585], [0.98782, -0.83232, 5.20043], [0.80576, 1.94628, -5.48481], [-6.43679, -5.15224, 0.08002], [2.08275, -4.02840, 5.40526], [-2.36883, 0.48850, 4.24429], [-0.23143, -0.15555, -3.43866], [-4.25185, -2.78448, 2.19523], [5.20671, 1.85349, -0.73739], [2.80532, 5.62846, -2.40939], [0.46654, 2.38660, -3.83636], [0.11810, -4.17350, 2.66769], [-4.67044, 0.01386, 6.68235], [4.53500, -3.15869, -0.21588], [-1.82186, -7.12562, 3.57792], [-0.56751, -0.37319, -2.19839], [0.17044, -4.87437, -0.33863], [5.97092, -0.81393, -2.84461], [0.41470, 6.20148, -2.54658], [2.52475, -1.34774, -0.80628], [-5.55908, -3.04730, 2.57913], [-3.64854, -2.09890, 2.77480], [0.28224, -6.55610, 0.99181], [-3.36816, -1.50369, 5.90417], [-0.25917, 4.34864, -1.64499], [-0.60928, -1.23644, 2.90817], [5.98468, 0.59273, -3.91534], [-1.29429, -1.74845, 1.38400], [3.92377, 1.67803, -4.38241], [1.10457, -1.87946, 4.94944], [-1.91005, -5.43509, 2.26718], [-4.12075, -4.67581, -0.60201], [3.44602, -3.38648, 0.82793]], "lowdin_charge": [1.029, -0.076, 0.106, 0.080, -0.421, 0.090, -0.066, 0.090, -0.025, 0.075, -0.134, 0.081, -0.105, 0.074, 0.048, -0.021, 0.099, 0.056, 0.096, -0.400, -0.353, -0.092, -0.027, 0.065, 0.098, -0.026, 0.102, 0.083, 0.110, -0.082, 0.004, 0.090, -0.079, -0.093, 0.083, -0.365, -0.138, 0.078, 0.104, 0.093, -0.199, 0.110, -0.032, 0.093, -0.026, -0.218, 0.102, -0.050, -0.050, -0.099, -0.144, 0.059, -0.018, 0.122, 0.951, -0.020, 0.056, 0.125, -0.110, 0.064, -0.149, -0.098, 0.100, -0.014, -0.111, 0.448, 0.103, -0.074, -0.037, 0.114, -0.093, 0.255, 0.070, 0.102, 0.006, 0.103, 0.022, -0.086, -0.015, -0.275, 0.075, 0.093, 0.094, 0.098, -0.079, -0.111, -0.585, -0.121, 0.115, 0.118, 0.073, 0.060, 0.101, -0.043, 0.105, -0.206, 0.090, 0.071, 0.119, 0.056, -0.080, 0.061, -0.099, -0.083, -0.144, 0.468, 0.072, -1.137, 0.114, -0.113, -0.093, 0.101, -0.604], "gap_ha": 0.219, "max_force_ev_per_a": 0.683, "e_homo_ev": -6.71, "e_lumo_ev": -0.7, "energy_ev": -105068.442}